(1)
{
  "formula": "C3H10NO",
  "method": "ωB97M-V/def2-TZVPD",
  "lumo_ev": -3.7,
  "charge": 1,
  "energy_ha": -249.98527,
  "e_above_lowest_kj_mol": 179.9,
  "species": ["C", "C", "C", "N", "H", "H", "H", "H", "H", "H", "H", "H", "H", "H", "O"],
  "xyz": [[-0.04, 1.96, 0.18], [0.62, 0.68, 0.17], [0.73, -0.13, 1.22], [0.55, 0.05, -1.16], [0.38, 2.79, 0.77], [-0.41, 2.13, -0.92], [-0.98, 1.91, 0.74], [0.95, -1.17, 1.08], [0.53, 0.06, 2.23], [1.29, -0.60, -1.36], [0.50, 0.69, -1.91], [-0.19, -0.71, -1.03], [-0.93, -2.99, -0.51], [-1.59, -2.39, 0.70], [-1.42, -2.28, -0.18]]
}

(2)
{
  "formula": "C3H10NO",
  "method": "ωB97M-V/def2-TZVPD",
  "lumo_ev": -3.2,
  "charge": 1,
  "energy_ha": -250.02611,
  "e_above_lowest_kj_mol": 72.7,
  "species": ["C", "N", "C", "C", "O", "H", "H", "H", "H", "H", "H", "H", "H", "H", "H"],
  "xyz": [[-1.09, -1.52, -0.12], [-0.94, -0.03, -0.32], [0.36, 0.57, -0.81], [1.16, 1.15, 0.35], [0.80, 0.35, 1.51], [-0.42, -2.04, -0.74], [-0.82, -1.72, 0.90], [-2.10, -1.80, -0.38], [-0.88, 0.31, 0.65], [-1.75, 0.35, -0.78], [0.12, 1.26, -1.61], [0.98, -0.18, -1.28], [2.21, 1.21, 0.14], [0.78, 2.13, 0.61], [1.59, -0.03, 1.89]]
}

(3)
{
  "formula": "C3H10NO",
  "method": "ωB97M-V/def2-TZVPD",
  "lumo_ev": -3.7,
  "charge": 1,
  "energy_ha": -249.97623,
  "e_above_lowest_kj_mol": 203.7,
  "species": ["C", "N", "H", "H", "H", "H", "H", "H", "C", "C", "O", "H", "H", "H", "H"],
  "xyz": [[-0.82, -1.63, -0.33], [0.29, -2.07, 0.56], [-0.38, -0.97, -1.08], [-1.50, -1.10, 0.33], [-1.45, -2.60, -0.74], [1.14, -2.43, 0.01], [0.48, -1.23, 1.09], [0.01, -2.70, 1.29], [-0.27, 1.80, -1.24], [0.57, 1.74, -0.18], [0.28, 0.87, 0.90], [-1.30, 1.69, -0.95], [0.04, 1.84, -2.29], [1.51, 2.24, -0.10], [0.41, 1.29, 1.76]]
}